Record 1
Molecular formula: C32H91N5O12
Method: DFT, ωB97M-V/def2-TZVPD

Calculated values
HOMO-LUMO gap	8.2	eV
structure (SMILES)	CC1(C)CCCC(C)(C)N1O.COC[C@H](C)N.COC[C@H](C)N.COC[C@H](C)N.COC[C@H](C)N.CO.CO.CO.CO.CO.CO.CO
lowest unoccupied orbital energy	0.0126	hartree

Geometry as ORCA input:
```
! RIJCOSX wB97M-V def2-TZVPD def2/J DEFGRID3
* xyz 0 1
C -4.479 0.672 -2.559
C -5.043 1.557 -1.463
C -6.590 1.542 -1.492
C -4.510 1.024 -0.111
C -4.610 2.047 1.055
C -3.925 3.357 0.663
C -4.548 3.935 -0.640
C -5.815 4.654 -0.308
C -3.481 5.018 -1.029
N -4.574 2.902 -1.679
O -4.893 3.459 -2.929
H -3.398 0.674 -2.695
H -4.723 -0.365 -2.327
H -4.921 0.898 -3.530
H -7.000 2.016 -2.384
H -6.990 0.562 -1.753
H -7.101 1.961 -0.626
H -5.093 0.119 0.062
H -3.444 0.802 -0.148
H -5.635 2.160 1.407
H -3.954 1.750 1.873
H -2.891 3.032 0.547
H -3.979 4.074 1.483
H -6.600 3.947 -0.041
H -6.121 5.206 -1.197
H -5.677 5.370 0.502
H -3.769 5.570 -1.923
H -2.525 4.536 -1.231
H -3.299 5.740 -0.233
H -4.029 3.559 -3.335
C 3.522 -5.482 -0.731
O 2.864 -5.726 0.458
C 3.018 -7.121 0.861
C 2.011 -7.494 2.024
C 2.359 -8.779 2.809
N 0.641 -7.617 1.542
H 3.048 -6.022 -1.551
H 4.592 -5.665 -0.837
H 3.460 -4.420 -0.968
H 2.720 -7.703 -0.011
H 4.066 -7.353 1.050
H 2.030 -6.756 2.826
H 2.081 -9.701 2.298
H 1.710 -8.692 3.680
H 3.407 -8.922 3.072
H 0.065 -7.618 2.372
H 0.443 -6.748 1.068
C 4.419 2.972 -1.173
O 5.366 3.521 -0.231
C 5.183 4.880 -0.062
C 5.502 5.265 1.420
C 4.556 4.479 2.455
N 5.362 6.653 1.671
H 4.343 3.552 -2.092
H 3.448 2.924 -0.680
H 4.766 2.003 -1.532
H 5.824 5.413 -0.764
H 4.231 5.213 -0.475
H 6.556 5.022 1.550
H 4.868 4.787 3.453
H 4.619 3.395 2.367
H 3.559 4.857 2.228
H 4.445 6.822 1.282
H 5.878 7.208 1.003
C 1.655 -1.321 0.090
O 1.440 -0.431 -0.945
C 0.427 0.560 -0.626
C 0.054 1.331 -1.964
C 1.178 2.341 -2.533
N -1.124 2.215 -1.871
H 1.904 -0.843 1.038
H 2.454 -1.994 -0.222
H 0.754 -1.921 0.217
H -0.481 0.036 -0.325
H 0.714 1.258 0.160
H -0.197 0.589 -2.721
H 0.761 2.717 -3.467
H 2.114 1.803 -2.684
H 1.294 3.166 -1.830
H -0.922 2.855 -1.116
H -1.962 1.736 -1.577
C -5.014 -6.321 1.785
O -4.442 -5.120 2.240
C -3.178 -4.788 1.684
C -2.890 -3.242 2.095
C -3.939 -2.270 1.510
N -1.612 -2.805 1.538
H -5.988 -6.488 2.245
H -4.437 -7.227 1.966
H -5.368 -6.255 0.756
H -2.377 -5.472 1.964
H -3.258 -4.821 0.598
H -2.759 -3.113 3.169
H -4.036 -2.233 0.425
H -3.697 -1.233 1.744
H -4.872 -2.543 2.003
H -1.603 -2.811 0.528
H -0.897 -3.493 1.725
C 1.378 -3.598 2.667
O 0.860 -4.478 1.690
H 1.869 -4.173 3.452
H 2.090 -2.894 2.236
H 0.579 -3.059 3.176
H 1.638 -4.881 1.298
C -1.223 4.178 -4.629
O -2.286 3.297 -4.446
H -1.431 4.978 -5.340
H -0.766 4.572 -3.722
H -0.380 3.689 -5.117
H -2.021 2.722 -3.724
C 1.843 -1.173 -4.215
O 0.525 -1.271 -3.796
H 1.974 -0.795 -5.229
H 2.351 -0.442 -3.587
H 2.476 -2.058 -4.151
H 0.653 -1.204 -2.847
C 4.624 0.506 2.022
O 4.655 -0.723 2.738
H 5.254 0.353 1.146
H 3.595 0.761 1.769
H 5.046 1.244 2.705
H 5.539 -1.080 2.856
C -1.130 0.206 3.309
O -0.142 -0.584 2.657
H -0.617 1.012 3.835
H -1.911 0.572 2.643
H -1.671 -0.330 4.089
H -0.577 -1.376 2.332
C 0.622 4.979 1.159
O -0.380 4.666 0.281
H 1.161 4.127 1.575
H 1.360 5.675 0.762
H 0.169 5.567 1.957
H -0.419 5.430 -0.298
C 5.261 -1.174 -2.031
O 6.435 -1.817 -2.586
H 5.594 -0.550 -1.201
H 4.753 -0.577 -2.788
H 4.564 -1.967 -1.763
H 7.047 -1.117 -2.828
*
```

---

Record 2
Molecular formula: C32H92O20
Method: DFT, ωB97M-V/def2-TZVPD

Calculated values
HOMO-LUMO gap	9.8	eV
lowest unoccupied orbital energy	0.0122	hartree

Geometry as ORCA input:
```
! RIJCOSX wB97M-V def2-TZVPD def2/J DEFGRID3
* xyz 0 1
C -4.643 -1.164 5.584
O -3.551 -1.747 4.840
H -5.668 -1.461 5.363
H -4.467 -1.556 6.585
H -4.433 -0.099 5.481
H -2.735 -1.349 5.154
C 3.586 -2.632 -0.861
O 3.357 -2.585 0.512
H 3.219 -1.730 -1.351
H 4.638 -2.714 -1.133
H 3.138 -3.558 -1.223
H 3.916 -1.907 0.899
C -0.563 2.618 2.072
O 0.707 2.017 2.464
H -1.277 1.837 1.810
H -0.900 3.200 2.930
H -0.522 3.290 1.215
H 0.555 1.091 2.669
C -2.145 -4.530 2.916
O -2.541 -4.247 4.240
H -2.732 -5.298 2.412
H -2.311 -3.584 2.401
H -1.122 -4.905 2.908
H -2.914 -3.364 4.290
C -6.017 0.817 2.785
O -5.238 1.981 2.512
H -7.028 1.007 2.426
H -5.672 -0.128 2.364
H -6.155 0.793 3.866
H -5.152 2.130 1.567
C -1.377 0.924 5.224
O -1.225 -0.324 5.783
H -0.432 1.360 4.896
H -2.018 0.846 4.346
H -1.898 1.628 5.873
H -0.290 -0.532 5.716
C 4.371 0.787 1.740
O 4.829 -0.541 1.611
H 3.328 0.830 2.053
H 4.905 1.440 2.429
H 4.483 1.300 0.785
H 5.652 -0.676 2.087
C -3.806 -3.198 -2.996
O -3.799 -2.493 -4.225
H -2.763 -3.468 -2.828
H -4.309 -2.612 -2.227
H -4.347 -4.138 -3.106
H -4.666 -2.553 -4.634
C -4.842 4.642 0.857
O -3.699 3.763 0.951
C -3.143 3.346 -0.257
C -4.107 2.455 -1.059
O -4.804 1.491 -0.204
C -5.570 0.544 -0.915
H -5.739 4.076 0.606
H -4.753 5.390 0.069
H -4.961 5.091 1.844
H -2.236 2.762 -0.102
H -2.997 4.161 -0.966
H -3.606 2.011 -1.919
H -4.936 3.024 -1.478
H -6.391 1.167 -1.269
H -5.839 -0.183 -0.149
H -4.947 0.083 -1.681
C 9.114 3.306 -1.326
O 8.486 3.974 -0.237
C 7.220 4.536 -0.473
C 5.967 3.582 -0.603
O 6.014 2.932 -1.851
C 4.888 2.107 -2.173
H 10.158 3.089 -1.099
H 9.077 3.932 -2.217
H 8.668 2.336 -1.549
H 7.365 5.069 -1.413
H 6.965 5.306 0.255
H 5.088 4.219 -0.507
H 5.962 2.885 0.235
H 4.582 1.367 -1.434
H 5.089 1.474 -3.038
H 3.995 2.707 -2.348
C -2.597 -0.656 1.548
O -1.393 -0.784 0.769
C -1.683 -1.106 -0.586
C -0.422 -1.422 -1.420
O 0.681 -0.444 -1.435
C 1.182 -0.099 -0.125
H -2.421 -0.790 2.615
H -3.300 -1.472 1.384
H -3.051 0.332 1.476
H -2.128 -0.164 -0.906
H -2.464 -1.839 -0.786
H -0.780 -1.671 -2.419
H -0.057 -2.380 -1.050
H 2.069 0.517 -0.269
H 1.336 -1.043 0.398
H 0.547 0.495 0.532
C 2.522 -2.284 -4.477
O 2.160 -2.676 -5.785
C 1.443 -3.912 -5.801
C 0.454 -3.889 -7.007
O -0.509 -2.774 -7.113
C -1.565 -2.903 -6.195
H 3.100 -1.361 -4.419
H 3.065 -3.046 -3.918
H 1.587 -2.186 -3.925
H 0.867 -3.975 -4.877
H 2.115 -4.764 -5.689
H -0.093 -4.832 -7.036
H 0.957 -3.802 -7.971
H -1.229 -2.848 -5.159
H -2.091 -3.853 -6.288
H -2.264 -2.085 -6.363
C -2.072 0.522 -4.907
O -1.907 1.832 -4.397
C -0.964 1.898 -3.344
C 0.454 1.636 -3.817
O 0.883 2.190 -5.116
C 2.284 1.821 -5.384
H -1.174 0.222 -5.447
H -2.799 0.515 -5.719
H -2.421 -0.226 -4.195
H -1.170 1.184 -2.547
H -0.971 2.920 -2.964
H 0.568 0.552 -3.805
H 1.145 2.015 -3.065
H 2.530 2.310 -6.327
H 2.219 0.743 -5.529
H 2.971 2.085 -4.581
C 1.452 -0.154 8.201
O 1.499 -0.926 6.979
C 2.428 -0.539 6.027
C 2.254 -1.376 4.788
O 0.998 -1.051 4.205
C 0.642 -1.875 3.103
H 0.580 -0.387 8.812
H 1.413 0.921 8.027
H 2.337 -0.335 8.812
H 3.438 -0.672 6.415
H 2.358 0.494 5.689
H 2.384 -2.420 5.074
H 3.060 -1.163 4.086
H 1.143 -1.739 2.145
H -0.428 -1.816 2.906
H 0.788 -2.912 3.408
*
```

---

Record 3
Molecular formula: C32H93AsF6N15O11
Method: DFT, ωB97M-V/def2-TZVPD

Calculated values
HOMO-LUMO gap (alpha / beta)	7.8 / 2.6	eV
lowest unoccupied orbital energy (alpha / beta)	-0.0270 / -0.2196	hartree
expectation value of S²	0.75

Geometry as ORCA input:
```
! RIJCOSX wB97M-V def2-TZVPD def2/J DEFGRID3
* xyz 0 2
As -0.149 -0.043 -0.248
F -0.040 -1.592 -1.095
F -0.639 0.878 -1.673
F 0.004 1.542 0.540
F 0.263 -0.909 1.289
F 1.606 0.080 -0.579
F -1.929 -0.152 0.282
C 2.804 -0.509 2.951
C 4.039 0.382 3.352
C 4.008 0.691 4.883
O 5.343 1.067 5.379
C 5.180 1.643 6.625
N 5.169 -0.517 3.042
H 2.726 -0.972 1.967
H 1.872 -0.010 3.217
H 2.715 -1.357 3.630
H 3.919 1.159 2.597
H 3.693 -0.185 5.451
H 3.318 1.514 5.072
H 4.290 2.256 6.762
H 6.057 2.202 6.950
H 5.030 0.843 7.350
H 5.123 -1.322 3.652
H 5.045 -0.939 2.133
C -2.521 3.991 0.021
C -2.704 4.843 -1.198
C -4.155 5.425 -1.352
O -4.473 6.361 -0.316
C -5.773 6.862 -0.431
N -1.776 5.943 -1.006
H -3.374 3.318 0.107
H -2.244 4.550 0.914
H -1.805 3.190 -0.165
H -2.298 4.392 -2.104
H -4.952 4.683 -1.389
H -4.322 5.751 -2.378
H -5.886 7.660 0.302
H -6.580 6.181 -0.163
H -6.035 7.194 -1.436
H -2.304 6.567 -0.412
H -1.068 5.617 -0.364
C 2.053 4.307 -4.923
C 0.551 4.073 -4.527
C 0.122 2.575 -4.573
O 0.165 1.944 -5.873
C -0.497 2.659 -6.938
N 0.398 4.674 -3.171
H 2.703 4.417 -4.055
H 2.065 5.246 -5.477
H 2.468 3.653 -5.691
H -0.072 4.685 -5.179
H -0.846 2.340 -4.132
H 0.863 2.083 -3.943
H -0.008 3.600 -7.187
H -1.536 2.876 -6.689
H -0.449 2.133 -7.892
H -0.471 4.355 -2.765
H 0.289 5.674 -3.086
C 0.507 -3.563 4.358
C 0.750 -5.095 4.022
C 1.541 -5.263 2.691
O 1.817 -6.597 2.382
C 0.711 -7.531 2.387
N 1.626 -5.704 5.054
H 0.463 -2.975 3.441
H 1.136 -3.048 5.085
H -0.453 -3.421 4.856
H -0.254 -5.520 4.019
H 2.484 -4.720 2.635
H 0.976 -4.842 1.860
H 1.007 -8.310 1.683
H -0.253 -7.091 2.133
H 0.645 -8.071 3.331
H 1.837 -6.613 4.668
H 2.493 -5.188 5.108
C -2.113 1.704 3.034
C -1.308 2.668 3.860
C -0.699 2.023 5.111
O -1.732 1.547 6.031
C -1.320 0.925 7.305
N -0.206 3.063 3.030
H -2.940 1.179 3.511
H -1.520 0.894 2.609
H -2.545 2.244 2.191
H -1.973 3.402 4.314
H 0.013 2.672 5.622
H -0.070 1.186 4.810
H -1.808 -0.025 7.522
H -1.739 1.607 8.046
H -0.233 0.896 7.368
H 0.444 2.291 3.020
H -0.499 3.061 2.063
C 3.003 -4.378 -1.234
C 4.158 -3.483 -1.719
C 3.896 -2.079 -1.231
O 4.837 -1.160 -1.926
C 4.292 0.139 -2.115
N 5.397 -3.981 -1.086
H 3.048 -5.422 -1.543
H 2.007 -4.161 -1.622
H 2.878 -4.377 -0.151
H 4.268 -3.471 -2.804
H 4.246 -2.007 -0.201
H 2.824 -1.890 -1.287
H 3.920 0.725 -1.275
H 3.528 0.204 -2.890
H 5.045 0.856 -2.443
H 5.898 -4.571 -1.735
H 6.050 -3.217 -1.179
C -3.284 -2.501 -5.556
C -3.061 -0.952 -5.597
C -3.010 -0.334 -4.103
O -4.225 -0.733 -3.390
C -4.207 -0.314 -1.993
N -1.860 -0.700 -6.351
H -2.685 -2.826 -4.705
H -3.108 -3.025 -6.495
H -4.330 -2.774 -5.417
H -3.927 -0.595 -6.154
H -2.874 0.741 -4.222
H -2.197 -0.881 -3.626
H -5.046 -0.671 -1.395
H -4.043 0.736 -1.752
H -3.392 -0.869 -1.530
H -1.624 0.228 -6.673
H -1.004 -1.075 -5.967
C 2.510 3.775 0.037
O 3.260 4.696 -0.033
N 1.684 3.569 -0.899
N 2.441 3.018 1.037
H 0.944 2.900 -0.738
H 1.669 4.091 -1.763
H 3.146 3.208 1.734
H 2.113 2.068 0.937
C -3.570 -2.278 3.192
O -4.402 -2.332 2.284
N -3.483 -3.181 4.102
N -2.568 -1.495 3.250
H -4.093 -3.982 4.175
H -2.809 -3.017 4.836
H -2.437 -0.969 2.398
H -1.749 -1.658 3.817
C 0.954 -2.277 -4.518
O 1.022 -2.335 -5.743
N 0.172 -3.030 -3.890
N 1.373 -1.224 -3.817
H 0.030 -3.916 -4.353
H 0.080 -3.048 -2.884
H 1.257 -1.273 -2.815
H 1.969 -0.527 -4.240
C -3.408 -4.162 -1.176
O -3.508 -5.330 -0.976
N -3.115 -3.295 -0.231
N -3.487 -3.568 -2.311
H -3.058 -2.323 -0.500
H -2.851 -3.791 0.609
H -3.751 -4.284 -2.972
H -3.512 -2.562 -2.398
*
```

---

no.,M (g/mol)
1,738.103
2,797.068
3,1053.100